Formula: C49H109F2NO7P3S2
Source: the OMol25 dataset
Level of theory: wB97M-V/def2-TZVPD

Output
Max |F| = 0.084 hartree/bohr
Total charge = +1
LUMO = -2.024 eV
Multiplicity = 1
Energy relative to the best compared isomer or geometry (same formula, charge and spin) = 328.4 kJ/mol
Total energy = -123370.500 eV

Each line ends with the Mulliken charge.
Geometry (Å):
1 H -6.6543 -2.2190 1.8764  0.352
2 C 2.8074 4.6086 0.0354  -1.312
3 H 2.0775 -4.7933 -4.2676  0.285
4 H 3.7836 3.2501 -2.5985  0.764
5 H -0.2255 8.0198 0.1624  0.345
6 O 7.0521 1.5180 -2.4660  -0.616
7 C -2.8953 -3.4248 -1.6418  -0.745
8 H 6.9745 6.8498 -2.9515  0.371
9 C -2.4549 3.3215 3.7215  -0.541
10 O 1.0944 0.7673 -0.4600  0.020
11 C 2.2885 1.4481 -6.0039  -1.556
12 H 4.8795 7.0963 -2.0240  0.369
13 H -4.7753 -0.5306 7.7669  0.416
14 H 1.0735 2.4648 -3.7550  0.194
15 C 6.2537 6.2565 -3.5170  -1.408
16 C 1.6844 -4.9352 1.0993  -0.952
17 H 3.8950 4.6068 -0.0534  0.535
18 H -3.3586 -1.8303 1.6439  0.822
19 H 2.0938 2.3365 -6.6110  0.382
20 H -0.0585 -3.7588 -5.8385  0.460
21 H -1.0356 4.0108 5.2848  0.543
22 C 2.7492 -3.8576 0.8180  -1.061
23 S 5.0470 0.2893 -0.1496  1.254
24 H -2.2273 -1.9985 4.7776  0.324
25 H -1.8320 0.4996 4.8824  0.537
26 H -3.1999 -3.4436 -0.5883  0.347
27 C -5.0387 -2.6498 -2.6748  -0.703
28 H 2.5458 2.5310 0.9028  -0.456
29 H -4.5134 0.7665 6.5150  0.260
30 H -4.5709 0.9980 1.5152  -0.025
31 P -1.9795 -0.1110 2.5022  1.082
32 H -1.6150 -8.6493 -0.1077  0.269
33 F 8.5520 1.2743 -0.6211  -0.304
34 H 2.8995 5.9665 2.6390  0.345
35 H -0.7174 -3.9845 0.5542  0.505
36 H 0.6420 -2.3414 -5.3278  0.274
37 C 1.9441 -3.9798 -4.9872  -1.230
38 H -6.6097 -1.6079 -1.6468  0.449
39 H -2.8375 -0.6454 0.5065  0.552
40 H 2.6567 5.1927 4.2469  0.432
41 C -4.0807 -3.8293 -2.5400  -0.636
42 H 0.4582 -6.1317 -0.2419  0.043
43 H -6.9993 -1.8134 3.5245  0.452
44 H 3.3027 -3.7189 1.7543  0.448
45 H 2.1282 -0.4957 1.6819  -0.204
46 H -0.1440 3.9821 -2.3477  0.794
47 H -3.0514 -8.9085 -1.1295  0.415
48 H 3.0273 0.9821 -4.0529  0.211
49 H 5.0221 5.3660 -1.9239  -0.105
50 H 0.5678 0.3307 3.6741  0.036
51 H 0.6404 -3.0644 -2.8790  -0.105
52 C -1.5044 -7.4614 -1.8136  -0.632
53 H 3.8718 2.3013 -4.8697  0.368
54 H 0.0568 3.4119 -0.7324  -0.721
55 H -0.6992 -2.2196 2.6738  0.949
56 H 3.5645 -4.2178 0.1923  0.549
57 H -0.6177 2.5419 4.5372  0.223
58 H 1.2514 3.6379 1.2199  -0.765
59 H 0.0206 -1.0217 1.6025  -0.711
60 H -2.8430 4.3405 3.7315  0.562
61 C 2.3436 3.5798 1.1240  2.183
62 H -5.4929 -0.5075 6.0938  0.234
63 H 6.0420 6.7445 -4.4664  0.355
64 H 2.7069 2.0673 -1.8810  -0.239
65 C -0.0920 -3.3965 -3.6114  -0.194
66 H 2.0624 3.8192 -4.3550  0.472
67 H -0.4380 1.7063 2.4751  0.035
68 H -2.0026 3.6221 1.6494  -1.046
69 H -5.2446 -0.2043 0.5797  0.407
70 H -2.4998 -2.4142 -1.7816  0.716
71 C 0.4475 -0.1271 -1.0743  -0.221
72 H -1.5073 -4.9698 -4.0788  0.555
73 H 1.3009 0.9794 -5.9733  0.299
74 C -5.6367 -0.4447 2.6830  -0.225
75 C -0.5405 5.9483 0.5032  1.197
76 H -1.6581 -7.3913 -2.8939  0.472
77 P 2.0192 4.5135 -1.5965  0.802
78 C 2.7299 3.0144 -2.4188  0.370
79 C -1.1747 -9.9392 -1.6117  -1.338
80 H 2.6331 -3.2644 -4.5267  0.270
81 C -1.4142 1.5615 2.0068  -0.038
82 C 0.2295 4.2855 -1.3652  0.136
83 H -5.2892 -0.0849 3.6548  -0.083
84 H -6.5442 -3.2283 -1.0236  0.369
85 C 2.8533 3.8589 2.5016  -0.801
86 H -5.3542 -2.0231 -0.6104  -0.198
87 H -3.3106 2.6696 1.8457  0.186
88 C -2.5966 0.0945 4.2191  -1.168
89 H 1.5424 -5.1250 -1.0360  0.210
90 H -0.9306 -2.6935 -3.6486  0.169
91 H 2.3089 -2.8926 0.5767  0.158
92 H -0.1607 6.3838 -1.5562  0.410
93 H -1.1961 -10.0439 -2.7010  0.321
94 C -3.3525 -0.7497 1.4721  -0.949
95 H -3.4190 -2.1017 6.8598  0.493
96 H 3.9249 3.6395 2.5311  0.444
97 H 1.0907 -4.6293 1.9652  0.326
98 H 2.2519 -1.3214 4.6365  0.475
99 H -1.1058 1.4055 0.9649  0.034
100 N 6.5548 -0.0179 -0.3329  -0.614
101 F 4.5178 -1.1571 0.3066  -0.303
102 H 0.1288 -3.0906 -0.7340  -0.644
103 H -6.5140 0.2068 2.6040  0.553
104 H -4.5846 -4.7051 -2.1342  0.307
105 C -0.7950 -4.7172 -3.2932  -0.798
106 H -0.1354 -9.8415 -1.3029  0.332
107 C -3.3755 -1.1257 6.3764  -0.938
108 H -1.1955 7.6674 1.7091  0.415
109 H 3.6667 5.2484 -4.1012  0.254
110 C -3.0151 -1.2440 4.8859  -0.251
111 H 3.5368 6.9078 -4.0727  0.561
112 C 1.7734 -1.3931 3.6561  -0.931
113 C -1.9785 -8.7261 -1.1384  -0.515
114 C 0.5435 -3.3831 -5.0068  -0.644
115 H 6.7402 5.2883 -3.6213  0.363
116 H 2.9705 0.7359 -6.4644  0.420
117 H -1.9347 -6.2108 -0.1121  0.475
118 C -4.7332 -0.0839 1.5363  -0.469
119 H -4.5328 -1.7662 -3.0621  0.426
120 O 1.1435 -0.7266 -2.0953  -0.344
121 C -6.1859 -1.8798 2.8023  -1.453
122 H -0.0843 -5.5495 -3.3059  0.547
123 H 1.5736 6.0492 -3.2735  0.605
124 H -1.5979 5.3809 -1.2476  0.453
125 P -1.5013 -4.5626 -1.6203  0.769
126 H -3.0197 2.6934 4.4032  0.169
127 S 7.0053 1.4118 -1.0339  1.123
128 H -1.2429 5.2458 0.9607  -0.523
129 C 2.0872 2.8706 -3.8107  -0.841
130 H -3.7660 -4.0553 -3.5613  0.320
131 H 2.4679 3.0796 3.1699  0.145
132 C -4.6169 -0.3028 6.7147  -1.090
133 H 1.3061 5.2433 3.0756  0.078
134 C 0.4257 -0.7523 3.7347  -0.340
135 H -3.4540 0.7638 4.2106  0.489
136 H 1.6473 -2.4756 3.5280  0.256
137 H -1.6088 -10.8869 -1.2932  0.396
138 H -0.4275 -7.3134 -1.7032  0.277
139 H -0.3776 4.0725 3.6462  -0.259
140 H 2.5059 5.5920 0.4108  0.570
141 C -2.1734 -6.2216 -1.1841  -1.232
142 C -5.9257 -2.4386 -1.4469  -0.776
143 H -3.2572 -6.3307 -1.2188  0.664
144 H 1.9293 -0.2560 -1.6799  0.115
145 C -0.9540 7.3967 0.6851  -1.562
146 O -0.7057 -0.4951 -0.7242  -0.603
147 H 0.4258 5.7590 0.9745  -0.351
148 H 3.1386 0.1345 2.9885  0.421
149 C 2.6461 -0.7648 2.6030  -0.850
150 C -0.5586 5.5535 -0.9649  -1.398
151 O 4.6203 1.1357 0.9377  -0.546
152 H 3.5586 -1.3265 2.3904  0.563
153 C -0.4970 -1.1524 2.5573  -0.089
154 H 2.3128 -4.2155 -5.9825  0.397
155 H -1.8496 7.5801 0.0812  0.365
156 H -2.5105 -0.6538 6.8546  0.346
157 C -0.2653 -4.0658 -0.4390  0.461
158 O 6.6567 2.6029 -0.3040  -0.545
159 C 5.0139 6.1980 -2.6349  0.218
160 H -0.1052 -1.0320 4.6467  0.341
161 H -5.4582 -2.6341 3.1000  0.260
162 C 2.8867 1.8739 -4.6696  -0.289
163 C 2.3968 6.0212 -2.5555  -1.238
164 C 2.3881 5.1794 3.1947  -1.212
165 H 2.3466 6.8720 -1.8735  0.509
166 C 0.8555 -5.1139 -0.1849  -0.219
167 H 2.1386 -5.8746 1.4132  0.344
168 H -3.8021 -1.7874 4.3532  0.023
169 H -5.7561 -2.8965 -3.4641  0.351
170 C -1.0464 3.5228 4.3088  -0.714
171 C -2.3080 2.7794 2.2725  0.984
172 O 4.3378 0.4201 -1.4141  -0.488
173 C 3.7090 6.0743 -3.3828  -0.949